*a*
{"formula": "C7H16O2", "method": "the ωB97M-V functional and the def2-TZVPD basis", "orbital_gap_ev": [6.74, 6.73], "species": ["C", "C", "C", "C", "C", "C", "C", "O", "O", "H", "H", "H", "H", "H", "H", "H", "H", "H", "H", "H", "H", "H", "H", "H", "H"], "positions_angstrom": [[-0.9602, -0.1023, 0.1278], [1.4578, -0.3701, 0.2614], [-0.4154, 0.7103, -0.8375], [-1.3238, 0.3798, 1.4928], [2.3973, -0.1657, -0.9013], [1.4277, -1.7861, 0.7613], [-2.5124, 1.3832, -1.3561], [-1.4244, -1.3107, -0.2531], [1.7770, 0.4741, 1.3529], [-1.8532, -1.7561, 0.4883], [1.9831, 1.3545, 1.0163], [-0.1943, 0.3184, -1.8177], [-0.0604, 1.6892, -0.5621], [-0.5674, 0.0750, 2.2208], [-2.2860, -0.0211, 1.8221], [-1.3884, 1.4652, 1.5215], [3.4380, -0.3951, -0.6199], [2.4021, 0.8718, -1.2533], [2.1190, -0.8038, -1.7424], [0.7856, -1.8898, 1.6393], [2.4323, -2.1261, 1.0630], [1.0744, -2.4656, -0.0156], [-2.2371, 2.1842, -2.0395], [-3.0913, 1.7458, -0.5088], [-2.9798, 0.5410, -1.8600]]}

---

*b*
{"formula": "C7H16O2", "method": "the ωB97M-V functional and the def2-TZVPD basis", "orbital_gap_ev": 11.23, "smiles": "CC(C)(C)C.CC(=O)O", "species": ["C", "C", "C", "C", "C", "H", "H", "H", "H", "H", "H", "H", "H", "H", "H", "H", "H", "C", "C", "O", "O", "H", "H", "H", "H"], "positions_angstrom": [[0.7677, -0.1147, 1.7984], [1.0956, 1.3503, 1.4957], [2.5176, 1.4500, 0.9357], [0.1018, 1.8935, 0.4648], [0.9955, 2.1725, 2.7839], [0.8357, -0.7204, 0.8791], [-0.2546, -0.2028, 2.2029], [1.4758, -0.5205, 2.5403], [2.6056, 0.8622, 0.0066], [2.7688, 2.5006, 0.7125], [3.2458, 1.0621, 1.6678], [-0.9282, 1.8283, 0.8542], [0.3253, 2.9491, 0.2362], [0.1622, 1.3107, -0.4697], [-0.0242, 2.1106, 3.1997], [1.7062, 1.7929, 3.5371], [1.2292, 3.2314, 2.5818], [-2.6904, -3.4386, -3.8605], [-1.8818, -2.5694, -2.9444], [-0.7142, -2.2782, -3.0785], [-2.6324, -2.1244, -1.9024], [-2.0676, -3.7912, -4.6999], [-3.5455, -2.8746, -4.2696], [-3.0763, -4.3166, -3.3157], [-2.0175, -1.5628, -1.3559]]}

---

Stability verdict: *b*, ahead by 136.3 kcal/mol

---

*a*
{"formula": "C3H7NOP", "method": "the ωB97M-V functional and the def2-TZVPD basis", "orbital_gap_ev": [8.19, 8.19], "charge": 1, "species": ["C", "C", "C", "N", "O", "P", "H", "H", "H", "H", "H", "H", "H"], "positions_angstrom": [[-2.7451, 0.3641, -0.3690], [-0.3532, 0.2317, 0.9766], [-0.3568, 1.7067, 1.3070], [0.5426, -1.6468, -1.3108], [-1.0929, 2.5312, 0.9552], [-1.3846, -0.4305, -0.3761], [-3.7800, 0.4465, -0.5753], [0.8000, -0.0611, 0.6782], [-0.5807, -0.2987, 1.8774], [0.5633, 1.9298, 1.7830], [0.6780, -2.5208, -1.7534], [1.0731, -1.7350, -0.4851], [1.0115, -0.8709, -1.8595]]}

---

*b*
{"formula": "C3H7NOP", "method": "the ωB97M-V functional and the def2-TZVPD basis", "orbital_gap_ev": [7.46, 7.46], "charge": 1, "species": ["C", "C", "C", "N", "O", "P", "H", "H", "H", "H", "H", "H", "H"], "positions_angstrom": [[1.5721, 0.6055, -0.2933], [1.4887, -0.5945, 0.6252], [0.4364, -0.3274, -0.3920], [-2.0320, 0.5915, 0.5433], [-1.5599, -1.8175, -1.7658], [-0.1686, -1.4906, -1.5672], [1.2847, 1.6314, -0.0643], [2.2915, 0.4229, -1.1289], [2.0831, -1.5995, 0.6230], [1.3336, -0.1588, 1.5916], [-2.5174, 0.5689, 1.4544], [-2.7669, 0.7427, -0.1652], [-1.4454, 1.4255, 0.5391]]}

---

Stability verdict: *b*, ahead by 6.7 kcal/mol

---

*a*
{"formula": "C3H14N2O2", "method": "the ωB97M-V functional and the def2-TZVPD basis", "multiplicity": 2, "orbital_gap_ev": [10.31, 4.67], "charge": 1, "s2": 0.755, "species": ["N", "C", "C", "C", "N", "H", "H", "H", "H", "H", "H", "H", "H", "H", "H", "H", "H", "O", "H", "H", "O"], "positions_angstrom": [[1.1067, -0.4888, -1.2620], [-0.2126, -0.6038, -0.4976], [-1.0284, -1.7598, -1.0768], [0.2414, -0.7384, 1.0087], [0.5519, 0.5829, 1.6480], [1.7324, -1.2806, -1.4565], [1.1252, -0.2538, -2.2841], [-0.8129, 0.3034, -0.5449], [-0.8088, -1.8402, -2.1334], [-0.8462, -2.6445, -0.3885], [-2.1608, -1.8122, -0.8153], [1.1343, -1.4352, 1.0976], [-0.4971, -1.3261, 1.6244], [0.0669, 1.3315, 1.2853], [1.5345, 0.7191, 1.4806], [-0.0602, 4.0100, -2.9027], [-0.8471, 5.3397, -2.8755], [-0.6464, 4.5875, -3.4036], [-0.3290, -0.9585, 3.2067], [0.6560, -0.5309, 4.2811], [0.1004, -1.2013, 4.0084]]}

---

*b*
{"formula": "C3H14N2O2", "method": "the ωB97M-V functional and the def2-TZVPD basis", "multiplicity": 2, "orbital_gap_ev": [10.11, 4.94], "charge": 1, "s2": 0.756, "species": ["N", "C", "C", "C", "N", "H", "H", "H", "H", "H", "H", "H", "H", "H", "H", "H", "H", "O", "H", "H", "O"], "positions_angstrom": [[-0.9017, -0.5608, -0.0297], [-0.3784, 0.3350, 1.1383], [-0.6369, -0.3412, 2.4692], [1.1968, 0.4619, 0.9565], [1.5099, 0.9789, -0.3467], [-0.8730, 0.1991, -0.7746], [-1.9251, -0.6928, -0.0474], [-1.0875, 1.2430, 1.0531], [-0.9419, -1.4174, 2.4605], [0.2644, -0.3767, 3.0896], [-1.2702, 0.1104, 3.1999], [1.4979, -0.6294, 1.2351], [1.5270, 1.1399, 1.7904], [1.3759, 0.3553, -1.1309], [1.8498, 1.8688, -0.7522], [-2.1987, -4.7560, -2.2291], [-1.4208, -3.7005, -2.7823], [-1.8068, -4.4861, -3.0235], [1.0215, 2.8274, -1.7835], [2.0562, 3.7334, -2.3945], [1.1415, 3.7076, -2.0984]]}

---

Stability verdict: *b*, ahead by 7.7 kcal/mol

---

*a*
{"formula": "C4H9N2O2", "method": "the ωB97M-V functional and the def2-TZVPD basis", "orbital_gap_ev": 6.53, "charge": -1, "smiles": "CNCCNC(=O)[O-]", "species": ["C", "N", "C", "C", "N", "C", "O", "O", "H", "H", "H", "H", "H", "H", "H", "H", "H"], "positions_angstrom": [[-2.2063, 0.2596, 1.1043], [-0.7714, -0.4169, 1.0406], [-0.6412, -0.8591, -0.3911], [0.4061, 0.0913, -1.0465], [1.4763, 0.3797, -0.1542], [2.8189, 0.4312, -0.4201], [3.6667, 1.0885, 0.2059], [3.0627, -0.2554, -1.4481], [-3.0373, -0.4706, 1.0912], [-2.2169, 0.9867, 0.2814], [-2.1677, 0.9533, 1.9043], [-0.5934, -1.1137, 1.7166], [-0.4157, -1.8866, -0.4335], [-1.5230, -0.8230, -0.9674], [0.0204, 1.0464, -1.2590], [0.9035, -0.2348, -1.9576], [1.2183, 0.8234, 0.7333]]}

---

*b*
{"formula": "C4H9N2O2", "method": "the ωB97M-V functional and the def2-TZVPD basis", "orbital_gap_ev": 7.41, "charge": -1, "species": ["C", "N", "C", "O", "O", "C", "N", "C", "H", "H", "H", "H", "H", "H", "H", "H", "H"], "positions_angstrom": [[0.2287, -0.0211, -0.7124], [-0.6948, -0.3132, 0.3070], [-2.0432, -0.5233, -0.0243], [-2.7144, -0.6278, 1.0248], [-2.3202, -0.6337, -1.2372], [1.6796, -0.5148, -0.4375], [1.9611, 0.6705, 0.9367], [2.8667, 1.6032, 0.3036], [-0.0950, -0.5270, -1.6129], [0.2903, 1.0952, -0.7632], [-0.6611, 0.2271, 1.1523], [2.4700, -0.1694, -1.1207], [1.6401, -1.5800, -0.4859], [2.1557, -0.4801, 0.6952], [3.9566, 1.3042, 0.1858], [2.7751, 2.5211, 0.8973], [2.4904, 1.9362, -0.7305]]}

---

*c*
{"formula": "C4H9N2O2", "method": "the ωB97M-V functional and the def2-TZVPD basis", "orbital_gap_ev": 7.87, "charge": -1, "species": ["N", "C", "O", "O", "H", "H", "N", "C", "C", "C", "H", "H", "H", "H", "H", "H", "H"], "positions_angstrom": [[-0.7004, 2.3548, -1.4397], [0.4259, 2.5300, -0.5389], [0.1384, 2.9264, 0.6107], [1.5393, 2.2237, -1.0189], [-1.4079, 3.0605, -1.2916], [-0.3653, 2.3765, -2.3945], [-1.3964, -2.2338, 0.4083], [0.0730, -2.2184, 0.3271], [0.9691, -0.1611, 1.3911], [0.5634, -0.7986, 0.3043], [-1.7929, -3.0626, -0.0087], [-1.8127, -1.4043, 0.0111], [0.4045, -2.7341, -0.5848], [0.4833, -2.7534, 1.1880], [1.2353, 0.8890, 1.3678], [1.1173, -0.7137, 2.3166], [0.5260, -0.2809, -0.6481]]}

---

Stability verdict: *c*, ahead by 26.0 kcal/mol